[1]
12
Properties=species:S:1:pos:R:3:forces:R:3 method="wB97M-V/def2-TZVPD" smiles="NC(=O)C[NH3+]" total_energy_ha=-264.9312 charge=+1 spin_multiplicity=1 e_lumo_ev=-3.70 fmax_ev_per_a=1.1
N 0.02826 1.54486 1.05257 0.03 0.05 0.27
C -0.00129 0.61002 0.11013 0.00 -0.02 0.33
O 0.04372 0.82965 -1.08345 0.07 -0.03 -0.43
C -0.12770 -0.84592 0.55077 -0.01 -0.67 0.07
N 0.06470 -1.64323 -0.70906 -0.94 -0.17 0.61
H -0.15107 1.37716 2.03282 0.17 -0.03 -0.22
H 0.16183 2.48904 0.73190 -0.12 0.22 0.11
H 0.56979 -1.22025 1.29671 0.19 0.40 0.01
H -1.12427 -1.04663 0.94005 -0.12 0.05 -0.13
H 1.02729 -1.93300 -0.84528 0.19 0.05 -0.16
H -0.54142 -2.46449 -0.70949 0.17 -0.06 -0.10
H -0.22962 -0.98597 -1.45156 0.37 0.20 -0.35



[2]
19
Properties=species:S:1:pos:R:3:forces:R:3 method="wB97M-V/def2-TZVPD" total_energy_ha=-650.5692 charge=-1 spin_multiplicity=1 e_lumo_ev=3.69 fmax_ev_per_a=4.6
C -1.58039 1.29196 -0.43796 -3.70 -0.62 0.16
N -0.85053 0.21613 0.26793 1.07 3.33 -0.79
C 0.36436 0.56696 -0.11397 0.81 -3.77 2.47
C 1.41493 0.71468 0.93665 1.07 0.07 0.37
S 3.16625 0.78572 0.48538 0.34 0.05 -0.52
C 2.11171 -2.54437 -0.04331 0.00 -0.20 -0.29
C -3.13305 0.98072 -0.42580 1.33 -0.68 -0.82
H -1.25503 1.55745 -1.45357 0.24 -0.09 0.06
H -1.60851 2.19410 0.19326 0.97 0.07 -0.28
H 1.15961 -2.65402 -0.55545 -0.33 0.13 0.20
H 0.75395 0.24808 -1.09982 -0.39 1.85 -0.63
H 1.29401 -0.09767 1.66261 -0.51 -0.05 -0.06
H 1.25712 1.61861 1.53982 -0.68 -0.03 -0.26
H 2.05502 -1.90495 0.83211 -0.16 -0.08 -0.04
H 2.44024 -3.54710 0.23733 0.23 0.09 -0.06
H 2.78470 -2.04864 -0.74048 0.23 -0.18 0.15
H -3.40770 0.85001 0.62268 -0.25 0.05 -0.20
H -3.23976 0.02786 -0.96140 -0.39 0.11 0.21
H -3.72692 1.74448 -0.94602 0.13 -0.06 0.33



[3]
17
Properties=species:S:1:pos:R:3:forces:R:3 method="wB97M-V/def2-TZVPD" total_energy_ha=-309.4676 charge=+1 spin_multiplicity=2 e_lumo_ev="-5.60 / -8.42" s2=0.79 fmax_ev_per_a=1.6
O 2.00488 -0.50995 1.10963 0.23 -0.14 -0.68
C 1.10763 -0.89370 1.80468 -0.55 0.71 1.14
C -0.08357 -0.01141 2.17165 -0.22 -1.56 0.11
H 1.11194 -1.88763 2.29569 0.20 0.00 -0.25
H 0.13557 0.67074 2.98971 0.28 0.28 -0.25
H -0.85896 -0.67933 2.56071 -0.10 0.16 -0.07
H -0.46733 0.45263 1.27212 0.02 0.52 0.13
C -0.21641 -1.52635 -1.86392 0.84 -0.36 -0.20
C -0.64647 -0.26094 -1.54592 -0.48 0.36 -0.30
C 0.15566 0.82962 -1.14571 0.02 -0.70 -0.05
C -0.40929 2.07788 -1.05574 -0.15 0.67 0.55
H 0.81376 -1.85485 -1.75978 0.05 0.30 0.21
H -0.85044 -2.26838 -2.33342 -0.34 0.18 0.19
H -1.70283 -0.05897 -1.70243 0.03 0.08 0.00
H 1.19812 0.70649 -0.86959 0.02 -0.17 -0.15
H 0.16483 2.92293 -0.69319 0.15 -0.06 -0.17
H -1.45710 2.29122 -1.23448 -0.01 -0.28 -0.22



[4]
8
Properties=species:S:1:pos:R:3:forces:R:3 method="wB97M-V/def2-TZVPD" smiles="BrSC1=CC1" total_energy_ha=-3088.1381 charge=0 spin_multiplicity=1 e_lumo_ev=-0.44 fmax_ev_per_a=5.9
Br 3.25646 -0.86356 2.18050 0.40 1.24 1.53
S 2.91727 -2.13415 0.58463 -3.70 0.12 -2.43
C 0.98023 -1.19180 0.02830 -0.29 -0.67 -0.07
C -0.33339 -0.99508 -0.21426 5.77 -1.07 0.71
C 0.53069 0.19691 0.18458 -0.66 -2.10 0.48
H -1.23749 -1.47586 -0.24977 -2.06 -0.63 -0.34
H 0.74563 0.94667 -0.46018 0.71 2.09 -2.34
H 0.33463 0.53084 1.13497 -0.18 1.02 2.46



[5]
15
Properties=species:S:1:pos:R:3:forces:R:3 method="wB97M-V/def2-TZVPD" total_energy_ha=-250.5542 charge=-1 spin_multiplicity=2 e_lumo_ev="4.04 / 3.91" s2=0.75 fmax_ev_per_a=2.3
C 0.89039 0.15534 0.45671 -0.15 -1.12 1.98
C 0.81839 -0.96284 1.23902 0.50 0.65 -0.67
N 1.84828 -1.90808 1.34620 -0.59 0.61 0.50
C -0.35198 0.96071 0.23115 0.80 1.19 -0.76
C -1.07385 0.50299 -0.97540 -2.13 -0.38 -0.45
C -1.59957 1.21181 -1.99081 1.09 -0.08 0.92
H 1.89397 0.52576 0.30573 -0.10 0.24 -0.86
H -0.07352 -1.14403 1.83055 -0.11 -0.41 -0.32
H 1.48548 -2.81479 1.64380 0.13 -0.14 -0.02
H 2.37403 -1.95914 0.48485 0.11 -0.28 -0.15
H -1.06098 0.95692 1.07602 0.22 -0.29 0.10
H -0.09595 2.01796 0.04738 -0.01 -0.08 0.26
H -1.49774 -0.50089 -0.89860 0.54 -0.12 0.07
H -2.25504 0.70950 -2.68067 -0.06 0.18 -0.35
H -1.30190 2.24877 -2.11592 -0.25 0.04 -0.27



[6]
20
Properties=species:S:1:pos:R:3:forces:R:3 method="wB97M-V/def2-TZVPD" smiles=C[C@@H]1NO1.CN1CC1 total_energy_ha=-382.2774 charge=0 spin_multiplicity=1 e_lumo_ev=1.01 fmax_ev_per_a=2.6
C -0.23301 -1.99807 -0.96947 0.33 0.58 0.67
C -1.64845 -1.94492 -0.53970 -0.56 0.67 1.86
N -2.53864 -1.02652 -0.98254 -1.91 0.46 -1.41
O -2.40486 -0.71372 0.42566 1.99 -1.48 -0.94
H -0.15756 -1.96341 -2.05795 -0.16 -0.08 -0.03
H 0.26823 -2.88645 -0.58785 -0.03 0.02 -0.07
H 0.28383 -1.10473 -0.57758 0.00 -0.19 -0.15
H -2.08989 -2.81212 -0.05782 -0.07 -0.03 -0.33
H -2.13450 -0.27983 -1.55006 0.33 -0.09 0.33
C 0.36761 0.64233 1.67940 -0.02 0.10 -0.05
N 0.94038 0.71352 0.34294 0.07 0.03 -0.06
C 0.71588 1.93663 -0.40583 -0.04 0.01 0.02
C 2.06032 1.61468 0.13948 0.01 0.00 0.05
H 0.37918 1.61007 2.19971 0.06 0.01 -0.01
H -0.66460 0.30087 1.59566 0.06 0.00 0.01
H 0.93612 -0.08039 2.26531 0.00 0.02 0.04
H 0.51848 1.81556 -1.46494 0.01 -0.01 0.02
H 0.15013 2.72971 0.07395 0.04 -0.04 0.05
H 2.40946 2.19090 0.99152 -0.07 -0.01 0.00
H 2.84187 1.25587 -0.51990 -0.03 0.01 0.02



[7]
13
Properties=species:S:1:pos:R:3:forces:R:3 method="wB97M-V/def2-TZVPD" total_energy_ha=-435.5852 charge=0 spin_multiplicity=1 e_lumo_ev=0.56 fmax_ev_per_a=12.0
C -1.32160 -0.18102 -0.07869 0.04 -3.61 0.07
C 1.13341 0.28670 -0.39151 2.98 2.84 -3.14
C 2.40229 -0.42364 0.06397 1.28 0.53 -0.77
C 0.87520 -0.80372 0.46169 -2.69 0.78 1.65
H -1.65309 1.84507 0.48560 4.04 -3.82 -1.43
H 0.69849 0.20068 -1.47641 2.01 -1.04 1.68
H 3.31220 -0.82243 -0.76573 -3.26 0.87 2.70
H 2.81888 0.00046 1.08196 -0.73 -1.13 -2.22
H 0.52892 -0.53559 1.59711 1.50 -0.87 -2.78
N -0.75129 0.93032 0.18895 -4.71 10.59 3.08
O -2.49838 -0.41625 0.01516 -0.20 0.03 -0.49
O 0.50146 1.49685 -0.07838 0.22 0.10 1.16
O -0.37584 -1.13939 -0.25902 -0.48 -5.25 0.48



[8]
108
Properties=species:S:1:pos:R:3:forces:R:3 method="wB97M-V/def2-TZVPD" total_energy_ha=-5433.1248 charge=0 spin_multiplicity=1 e_lumo_ev=-0.61 fmax_ev_per_a=1.8
Y -0.21522 -0.12149 0.32499 -1.57 -0.91 0.11
Cl -3.14265 4.69366 -4.02880 0.00 -0.03 0.03
C -2.88361 3.74387 -2.59175 -0.06 0.03 0.03
C -2.34790 2.46822 -2.72756 0.04 -0.25 -0.10
C -2.04357 1.68587 -1.62019 -0.09 0.10 -0.02
N -1.51567 0.38956 -1.63716 0.02 0.17 -0.05
C -1.64627 -0.42974 -2.67244 -0.06 0.04 0.07
O -1.96059 -0.19983 -3.85139 0.02 0.03 -0.01
C -1.46187 -1.88399 -2.27249 0.00 -0.02 0.09
C -1.66951 -2.88467 -3.20798 -0.01 -0.11 -0.10
C -1.61739 -4.20841 -2.80157 0.01 0.06 0.03
C -1.35366 -4.49009 -1.46933 -0.05 -0.04 -0.07
C -1.12831 -3.43317 -0.60539 0.05 0.11 0.05
N -1.18423 -2.15606 -0.99243 0.13 -0.12 0.15
C -2.33347 2.19937 -0.32126 -0.16 0.05 0.08
C -2.92485 3.45621 -0.21113 0.08 -0.08 0.01
C -3.17146 4.23800 -1.33596 -0.01 -0.04 -0.02
Cl -3.80819 5.83993 -1.11529 -0.01 -0.03 0.00
N -2.07682 1.32734 0.74017 0.04 0.39 -0.21
C -2.40977 1.59902 2.00063 -0.11 -0.07 -0.02
O -2.74343 2.66021 2.54062 -0.04 -0.03 -0.02
C -2.45414 0.32303 2.83472 -0.05 -0.05 -0.10
C -3.19875 0.31818 4.00429 -0.01 -0.01 0.10
C -3.40996 -0.88335 4.66003 0.04 0.03 -0.03
C -2.85860 -2.03764 4.12624 -0.06 0.03 0.08
C -2.08722 -1.93430 2.98176 0.16 0.07 -0.06
N -1.87350 -0.78131 2.34536 -0.10 0.20 0.00
H -2.19729 2.06795 -3.71759 0.02 0.02 0.03
H -1.88951 -2.59311 -4.22617 -0.01 -0.01 0.04
H -1.78645 -5.01014 -3.50988 -0.01 0.02 0.00
H -1.31905 -5.50746 -1.10270 0.02 0.03 -0.01
H -0.86440 -3.60185 0.43294 0.00 0.04 -0.05
H -3.20347 3.82292 0.76313 0.07 0.06 0.04
H -3.61407 1.25383 4.35097 -0.02 0.00 -0.01
H -4.00765 -0.92201 5.56210 0.01 0.00 0.00
H -3.01583 -3.00287 4.58831 0.01 0.00 -0.02
H -1.60099 -2.80442 2.56132 -0.01 0.04 0.01
Cl 1.82529 -2.09290 -1.06603 0.14 -0.02 -0.11
C 3.24559 -1.18165 -0.58570 0.06 -0.10 0.19
C 4.48308 -1.55868 -1.06067 -0.08 -0.02 -0.06
C 5.61773 -0.85365 -0.67398 0.12 0.06 0.02
C 5.46470 0.18025 0.25492 -0.11 -0.01 -0.01
C 4.22032 0.52027 0.74306 -0.01 -0.21 -0.17
Cl 4.13127 1.72069 2.01071 -0.04 0.04 0.00
C 2.96843 -0.09610 0.32946 -0.02 0.16 0.51
N 1.77761 0.21236 0.76895 1.75 0.14 -0.38
H 4.56425 -2.41754 -1.71955 -0.03 0.05 0.00
H 6.59893 -1.13051 -1.03949 -0.07 0.01 0.04
H 6.33486 0.70975 0.62588 -0.04 0.00 0.00
C 2.82215 -0.22613 -5.14646 -0.06 -0.12 0.10
C 1.66618 -0.64939 -4.20850 0.05 0.31 0.00
N 1.27802 0.48945 -3.38191 -0.04 0.07 -0.10
C 2.44863 1.10923 -2.75974 -0.14 0.03 -0.19
C 3.30165 1.80881 -3.84346 -0.09 -0.05 0.13
N 2.83009 1.28084 -5.17616 -0.07 -0.05 0.10
C 1.43936 1.78892 -5.46003 -0.11 -0.03 0.05
C 0.58332 1.47742 -4.21152 0.25 -0.01 0.23
H 2.70932 -0.59273 -6.16576 -0.02 0.09 -0.04
H 3.79078 -0.54315 -4.76109 0.03 0.07 -0.01
H 1.99166 -1.47091 -3.57695 0.01 -0.04 0.05
H 0.78931 -0.97105 -4.77198 0.01 0.00 -0.01
H 3.02851 0.34885 -2.24595 0.05 -0.04 -0.04
H 2.10686 1.82354 -2.01038 -0.01 -0.07 0.02
H 4.36360 1.59109 -3.74500 0.03 -0.03 -0.07
H 3.15739 2.88864 -3.85940 -0.01 0.03 -0.09
H 3.46028 1.59672 -5.90323 0.07 0.04 -0.10
H 1.08055 1.26354 -6.34425 0.07 -0.02 -0.03
H 1.50216 2.85169 -5.68635 0.08 0.03 0.02
H -0.38812 1.08644 -4.49892 -0.06 -0.06 -0.05
H 0.41832 2.37228 -3.60729 0.02 -0.06 -0.01
Cl 0.53718 1.80203 2.87577 0.31 0.12 0.35
C -0.19545 2.32974 4.40718 0.12 -0.07 -0.17
Cl 0.97564 3.22405 5.39454 -0.03 0.02 0.01
H -0.49505 1.44527 4.95179 -0.03 -0.06 0.08
H -1.03775 2.96284 4.17734 -0.17 0.13 -0.02
O 0.49841 -2.22783 1.82249 -0.25 0.15 -0.25
C 1.31965 -2.26937 2.75520 0.18 -0.09 -0.04
C 1.63996 -3.59160 3.40840 0.16 -0.01 -0.02
C 3.04534 -4.07286 2.99203 -0.04 0.12 0.07
C 4.17889 -3.44834 3.80751 -0.02 0.08 -0.09
C 4.31405 -1.93325 3.64862 -0.09 -0.07 -0.02
C 3.07377 -1.17121 4.11777 0.00 -0.09 -0.08
N 1.98145 -1.18760 3.15513 0.03 -0.26 0.26
H 0.88366 -4.30053 3.07976 -0.05 -0.01 -0.01
H 1.58205 -3.50529 4.49801 0.00 -0.02 -0.02
H 3.19164 -3.84927 1.92909 -0.01 -0.06 0.03
H 3.09111 -5.15754 3.10204 -0.02 -0.02 -0.01
H 5.12089 -3.92196 3.51861 -0.02 -0.01 0.03
H 4.01753 -3.67931 4.86815 0.04 -0.02 -0.03
H 4.50148 -1.67633 2.59903 0.03 0.01 0.07
H 5.17693 -1.59040 4.22576 -0.02 0.01 -0.01
H 3.31951 -0.12328 4.27835 -0.02 0.03 -0.01
H 2.73162 -1.57681 5.07545 -0.02 0.05 0.01
H 1.91728 -0.41552 2.47658 -0.01 0.27 -0.16
C 0.38323 4.91486 -1.84624 -0.06 0.07 0.06
P 0.87872 3.95973 -0.39629 0.03 -0.07 -0.10
C 2.63709 4.29932 -0.21758 0.02 0.04 0.00
C 0.12712 4.79893 1.00279 -0.04 -0.08 0.04
O 0.58257 2.50248 -0.55581 -0.13 0.07 0.04
H 0.47807 5.98756 -1.65803 0.01 -0.08 -0.06
H -0.65737 4.67967 -2.07499 0.04 0.03 -0.03
H 1.01130 4.64178 -2.69838 -0.04 0.01 0.02
H 2.81941 5.37779 -0.22454 0.03 -0.10 0.00
H 3.18873 3.82308 -1.03080 0.01 0.04 0.02
H 2.97860 3.86940 0.72233 0.07 -0.04 0.03
H 0.34976 5.86787 0.96158 -0.01 -0.07 -0.01
H 0.52168 4.37633 1.92689 -0.01 0.02 -0.03
H -0.94982 4.64276 0.97788 -0.05 0.02 0.04